*1*
The following is a DFT calculation (ωB97M-V with the def2-TZVPD basis set) of a cluster of 2 separate species, C3H5P in total.

```
9
C3H5P, DFT ωB97M-V with the def2-TZVPD basis set
H -1.77 0.35 -0.70
H 2.61 1.93 0.66
H 0.01 -1.23 -1.42
C 2.15 1.16 0.26
H -1.58 0.38 1.16
C 1.64 0.09 -0.08
P 0.88 -1.44 -0.20
C -1.70 -0.15 0.23
H -2.24 -1.09 0.09
```

Computed properties:
LUMO level (spin up / spin down), Eh: -0.039 / -0.005


*2*
The following is a DFT calculation (ωB97M-V with the def2-TZVPD basis set) of an isolated molecule of C3H5P.

```
9
C3H5P, DFT ωB97M-V with the def2-TZVPD basis set
C 0.85 -1.10 0.04
H -0.31 1.98 0.64
H -0.85 -2.72 -0.56
P 0.14 0.62 0.59
C -0.04 -2.04 -0.64
H 1.24 -1.23 -2.36
C 0.86 -1.44 -1.38
H -1.09 0.28 1.13
H 0.88 0.71 1.75
```

Computed properties:
LUMO level, Eh: 0.023
SMILES: [PH3]=c1cc1


Relative energy of each structure, in kcal/mol: *1* 0.0; *2* 17.0.


*1*
The following is a DFT calculation (ωB97M-V with the def2-TZVPD basis set) of an isolated molecule of C5H4O2.

```
11
C5H4O2, DFT ωB97M-V with the def2-TZVPD basis set
O -0.17 1.16 -1.81
H 0.24 1.62 1.00
H -0.90 -1.64 -1.53
C 0.81 0.79 0.43
C 0.18 -0.26 1.32
C -0.53 -1.24 0.61
H -0.98 -2.10 1.10
C -0.58 -0.98 -0.73
O 2.00 1.11 0.12
H 0.04 -0.09 2.39
C -0.04 0.37 -0.92
```

Computed properties:
LUMO level (spin up / spin down), Eh: -0.092 / -0.095


*2*
The following is a DFT calculation (ωB97M-V with the def2-TZVPD basis set) of an isolated molecule of C5H4O2.

```
11
C5H4O2, DFT ωB97M-V with the def2-TZVPD basis set
O 1.92 1.73 0.45
H -1.64 0.32 -0.34
H -0.26 -2.43 -0.17
C 0.97 0.68 0.24
C 0.93 -0.64 0.13
C 0.59 2.03 0.29
O -0.11 2.98 0.27
H -2.39 -1.35 -0.59
C -1.51 -0.76 -0.37
C -0.33 -1.35 -0.14
H 1.85 -1.20 0.22
```

Computed properties:
LUMO level, Eh: -0.005
SMILES: C=C/C=C1/OC1=O


Relative energy of each structure, in kcal/mol: *1* 53.6; *2* 0.0.


*1*
The following is a DFT calculation (ωB97M-V with the def2-TZVPD basis set) of an isolated molecule of C5H4O2.

```
11
C5H4O2, DFT ωB97M-V with the def2-TZVPD basis set
C -0.03 -1.15 -0.28
C -1.21 -0.35 -0.40
H -0.12 -2.22 -0.43
H -2.01 1.56 0.16
O 0.02 1.53 0.31
C -1.14 0.93 -0.01
C 1.14 -0.61 0.12
C 1.25 0.83 0.36
H 2.02 -1.22 0.29
O 2.24 1.46 0.61
H -2.16 -0.77 -0.72
```

Computed properties:
LUMO level, Eh: 0.007
SMILES: O=c1cccco1


*2*
The following is a DFT calculation (ωB97M-V with the def2-TZVPD basis set) of an isolated molecule of C5H4O2.

```
11
C5H4O2, DFT ωB97M-V with the def2-TZVPD basis set
C 1.16 0.49 -0.30
C -1.55 -1.01 -0.40
O 1.98 -1.53 0.84
C -0.06 1.05 -0.20
H -0.91 -1.13 -1.30
C -1.12 0.22 0.36
O -0.46 -0.99 0.79
C 1.22 -0.75 0.42
H -1.86 0.67 1.03
H 1.99 0.87 -0.87
H -0.27 2.06 -0.51
```

Computed properties:
LUMO level (spin up / spin down), Eh: -0.022 / -0.022


*3*
The following is a DFT calculation (ωB97M-V with the def2-TZVPD basis set) of a structure of composition C5H4O2.

```
11
C5H4O2, DFT ωB97M-V with the def2-TZVPD basis set
H -2.47 0.82 0.27
O -1.41 -1.00 -1.83
C 0.48 -0.28 -0.46
H 0.49 -1.18 1.50
C 0.75 -0.28 0.95
C -0.44 0.73 1.06
C -1.48 0.38 0.23
C -0.98 -0.47 -0.84
H 2.11 0.54 -0.98
O 1.24 0.31 -1.36
H 1.72 0.11 1.26
```

Computed properties:
LUMO level (spin up / spin down), Eh: 0.000 / 0.000


Relative energy of each structure, in kcal/mol: *1* 0.0; *2* 107.6; *3* 88.6.


*1*
The following is a DFT calculation (ωB97M-V with the def2-TZVPD basis set) of an isolated molecule of C5H5N3.

```
13
C5H5N3, DFT ωB97M-V with the def2-TZVPD basis set
H -2.24 -0.12 -0.41
C -0.29 0.31 0.32
C 0.78 -0.36 -0.12
N -1.62 0.57 -0.02
C 1.84 -0.63 0.76
H -2.25 2.20 1.76
C 0.86 -0.83 -1.55
N 2.66 -0.94 1.50
H 1.88 -0.70 -1.91
N -1.34 1.80 2.09
C -1.08 0.84 1.39
H 0.18 -0.25 -2.17
H 0.61 -1.89 -1.64
```

Computed properties:
LUMO level, Eh: -0.013
SMILES: [H]/N=C1\N\C1=C(/C)C#N


*2*
The following is a DFT calculation (ωB97M-V with the def2-TZVPD basis set) of an isolated molecule of C5H5N3.

```
13
C5H5N3, DFT ωB97M-V with the def2-TZVPD basis set
C 1.17 1.03 -0.32
N -1.85 0.34 -0.15
N -0.86 -0.57 -0.40
N 2.61 -0.78 0.17
H -3.87 0.60 0.81
H 0.66 1.88 -0.28
C 0.42 -0.23 -0.34
C 1.36 -1.34 -0.07
H 1.10 -2.34 -0.23
H 3.20 1.74 0.45
H -3.47 -1.00 0.21
C 2.54 0.75 0.03
C -3.02 -0.09 0.13
```

Computed properties:
LUMO level, Eh: -0.061
SMILES: C=N/N=C1\C=CN=C1


*3*
The following is a DFT calculation (ωB97M-V with the def2-TZVPD basis set) of an isolated molecule of C5H5N3.

```
13
C5H5N3, DFT ωB97M-V with the def2-TZVPD basis set
C -0.09 -0.85 0.36
H -1.98 -2.08 -0.31
C -1.55 -1.09 -0.22
N -2.23 -0.05 -0.23
H -1.48 1.92 -0.40
H 1.56 2.11 -0.26
N -1.39 1.07 0.14
N 1.27 -1.21 -0.19
C -0.13 0.59 0.19
H -0.02 -1.29 1.40
H 3.01 -0.13 -0.28
C 1.90 -0.11 -0.13
C 1.12 1.12 -0.08
```

Computed properties:
LUMO level, Eh: 0.019
SMILES: C1=NNC2=CC=N[C@H]12


Relative energy of each structure, in kcal/mol: *1* 20.0; *2* 77.1; *3* 0.0.